C75H112F24N13O3P4 | wB97M-V/def2-TZVPD

```
231
Properties=species:S:1:pos:R:3
C 5.193 -6.823 1.034
N 5.914 -7.517 2.108
C 5.619 -7.188 3.356
C 6.438 -7.618 4.425
C 7.486 -8.468 4.204
C 7.638 -8.920 2.840
C 6.890 -8.416 1.806
C 8.562 -8.657 5.194
C 9.921 -8.719 4.787
C 10.897 -8.738 5.734
N 10.694 -8.694 7.070
C 9.435 -8.727 7.459
C 8.380 -8.765 6.537
C 11.810 -8.714 7.988
H 5.837 -6.025 0.631
H 4.292 -6.348 1.369
H 4.893 -7.556 0.285
H 4.812 -6.440 3.445
H 6.237 -7.203 5.403
H 8.397 -9.673 2.612
H 6.962 -8.677 0.769
H 10.192 -8.776 3.751
H 11.951 -8.761 5.383
H 9.237 -8.713 8.541
H 7.353 -8.709 6.979
H 11.582 -8.902 9.017
H 12.277 -7.702 7.936
H 12.506 -9.493 7.700
C 2.121 12.237 5.699
N 1.116 11.271 5.146
C 1.546 10.066 4.764
C 0.699 9.080 4.264
C -0.663 9.331 4.154
C -1.077 10.589 4.531
C -0.215 11.509 5.049
C -1.662 8.208 3.796
C -3.060 8.343 3.954
C -3.846 7.223 3.833
N -3.356 6.074 3.296
C -2.091 5.980 2.884
C -1.222 7.051 3.154
C -4.311 4.952 3.044
H 1.656 13.165 5.942
H 2.851 12.299 4.861
H 2.568 11.779 6.615
H 2.581 9.860 4.967
H 1.125 8.094 4.068
H -2.152 10.861 4.547
H -0.539 12.462 5.442
H -3.533 9.225 4.392
H -4.888 7.199 4.147
H -1.790 5.109 2.326
H -0.216 6.980 2.743
H -5.034 5.281 2.334
H -4.843 4.758 3.961
H -3.774 4.052 2.786
C -3.978 -3.851 0.377
N -5.428 -4.017 0.305
C -5.958 -5.134 -0.325
C -7.221 -5.549 -0.054
C -8.046 -4.737 0.716
C -7.529 -3.503 1.153
C -6.214 -3.210 0.994
C -9.474 -5.223 1.008
C -10.081 -5.061 2.225
C -11.384 -5.492 2.354
N -12.027 -6.190 1.394
C -11.380 -6.436 0.229
C -10.149 -5.933 0.018
C -13.434 -6.652 1.599
H -3.608 -4.325 1.331
H -3.640 -2.841 0.223
H -3.567 -4.413 -0.470
H -5.260 -5.645 -0.909
H -7.549 -6.464 -0.507
H -8.204 -2.777 1.641
H -5.809 -2.311 1.393
H -9.495 -4.674 3.020
H -11.903 -5.413 3.292
H -11.816 -7.077 -0.557
H -9.644 -6.230 -0.957
H -13.888 -6.019 2.338
H -13.575 -7.690 1.890
H -13.933 -6.384 0.654
C 0.325 7.910 -5.217
N 1.575 8.066 -5.966
C 2.775 8.006 -5.316
C 4.000 8.043 -6.038
C 3.969 8.142 -7.394
C 2.723 8.194 -7.987
C 1.563 8.192 -7.299
C 5.267 8.069 -8.129
C 6.220 7.238 -7.690
C 7.386 7.054 -8.386
N 7.607 7.734 -9.520
C 6.678 8.573 -9.967
C 5.548 8.817 -9.255
C 8.855 7.591 -10.331
H -0.110 6.971 -5.487
H -0.346 8.723 -5.461
H 0.577 7.888 -4.178
H 2.720 7.872 -4.218
H 4.882 7.933 -5.509
H 2.548 8.319 -9.062
H 0.525 8.225 -7.724
H 6.067 6.527 -6.899
H 8.074 6.294 -8.064
H 6.834 9.079 -10.901
H 4.901 9.555 -9.684
H 9.580 8.327 -9.940
H 8.532 7.921 -11.349
H 9.169 6.582 -10.181
C 1.236 -0.927 4.675
N 1.011 -0.433 6.097
C -0.193 0.039 6.454
C -0.443 0.405 7.761
C 0.617 0.276 8.683
C 1.901 -0.143 8.285
C 2.056 -0.430 6.971
C 0.371 0.392 10.126
C -0.815 -0.102 10.669
C -0.999 -0.044 12.035
N -0.044 0.521 12.855
C 1.142 0.976 12.328
C 1.361 0.872 10.993
C -0.132 0.570 14.320
H 1.190 -0.080 3.994
H 0.413 -1.603 4.492
H 2.136 -1.545 4.757
H -0.985 0.184 5.653
H -1.451 0.747 8.040
H 2.802 -0.260 8.912
H 3.066 -0.674 6.632
H -1.417 -0.678 10.041
H -1.893 -0.507 12.487
H 1.847 1.330 13.074
H 2.341 1.160 10.630
H 0.866 0.658 14.700
H -0.572 -0.397 14.644
H -0.815 1.378 14.594
C -8.938 -0.998 -5.610
N -8.025 0.104 -5.296
C -6.702 -0.079 -6.062
C -8.671 1.466 -5.651
C -7.704 -0.050 -3.727
C -7.202 1.322 -3.127
O -5.953 1.770 -3.607
H -8.872 -1.252 -6.685
H -9.973 -0.817 -5.316
H -8.539 -1.877 -5.121
H -6.475 -1.119 -5.914
H -5.964 0.593 -5.690
H -6.919 0.141 -7.103
H -9.057 1.337 -6.640
H -7.975 2.237 -5.578
H -9.523 1.510 -4.983
H -6.888 -0.803 -3.683
H -8.635 -0.399 -3.230
H -7.200 1.313 -2.041
H -8.054 2.092 -3.418
H -5.243 1.590 -2.965
C 0.316 0.076 -3.547
N -0.196 -0.233 -2.195
C -1.630 0.154 -2.100
C -0.147 -1.750 -1.903
C 0.611 0.471 -1.112
C 0.656 1.977 -1.224
O 1.428 2.436 -2.441
H 1.383 -0.083 -3.536
H 0.088 1.167 -3.767
H -0.260 -0.511 -4.297
H -1.654 1.266 -2.385
H -1.854 0.067 -1.045
H -2.188 -0.550 -2.701
H -0.358 -1.859 -0.838
H 0.798 -2.240 -2.167
H -0.928 -2.230 -2.491
H 1.554 -0.019 -1.212
H 0.077 0.181 -0.173
H 1.200 2.291 -0.338
H -0.277 2.497 -1.208
H 1.345 3.399 -2.549
C 3.574 -4.585 -6.565
N 4.080 -4.618 -7.987
C 3.364 -3.508 -8.771
C 5.533 -4.232 -7.883
C 3.832 -5.860 -8.759
C 4.256 -7.139 -8.084
O 3.412 -7.385 -7.006
H 4.064 -5.251 -5.981
H 2.513 -4.698 -6.688
H 3.651 -3.540 -6.163
H 3.662 -2.622 -8.236
H 2.327 -3.634 -8.942
H 3.790 -3.560 -9.796
H 5.918 -4.189 -8.865
H 6.148 -4.933 -7.361
H 5.588 -3.343 -7.314
H 4.362 -5.700 -9.677
H 2.807 -6.038 -8.957
H 5.337 -7.188 -7.762
H 4.124 -7.902 -8.877
H 3.611 -8.265 -6.673
P -2.131 -0.273 2.251
F -2.440 0.738 1.001
F -2.229 1.013 3.264
F -3.774 -0.692 2.370
F -1.797 -1.214 3.549
F -1.905 -1.526 1.296
F -0.501 0.002 1.994
P 2.900 -3.103 0.888
F 2.499 -4.651 0.996
F 4.514 -3.451 0.514
F 2.517 -3.079 -0.697
F 3.287 -1.526 0.870
F 1.408 -2.625 1.280
F 3.303 -3.177 2.545
P 0.449 6.195 -0.669
F -0.832 7.165 -0.532
F -0.220 5.442 -1.911
F 1.183 7.334 -1.591
F 1.835 5.322 -0.791
F 1.028 6.970 0.651
F -0.197 5.065 0.328
P -4.392 -2.957 -3.442
F -4.898 -1.571 -4.033
F -5.784 -3.100 -2.567
F -4.941 -3.844 -4.617
F -3.814 -4.366 -2.760
F -2.982 -2.748 -4.231
F -3.735 -2.121 -2.119
```

highest occupied orbital energy = -21.2 eV
lowest unoccupied orbital energy = -13.86 eV
calculated total energy = -7622.1294 Ha
Kohn-Sham gap = 7.34 eV
charge = +9